{
  "formula": "CHN3O4S",
  "method": "ωB97M-V/def2-TZVPD",
  "lumo_energy_ev": -0.8,
  "elements": ["C", "N", "N", "N", "O", "O", "O", "O", "S", "H"],
  "coordinates": [[-1.0251, -1.1321, 0.3544], [-1.1317, -1.9130, 1.1829], [-0.6988, -0.1081, -0.4145], [-1.0199, 1.1136, 0.0044], [-0.3759, 1.9900, -0.5499], [-1.9030, 1.2265, 0.8172], [1.4261, -1.3821, -1.1810], [1.5021, 0.3553, 0.4432], [0.9171, -0.0254, -1.0833], [2.3090, -0.1246, 0.4265]],
  "mulliken_charge": [0.47, -0.35, -0.11, 1.12, -0.60, -0.58, -0.54, -0.44, 0.70, 0.34]
}

{
  "formula": "C15H24B3F9O9",
  "method": "ωB97M-V/def2-TZVPD",
  "smiles": "CCCOCB1OBOB(C[C@@H](O)C(F)(F)F)O1.CCOC(=O)C(F)(F)F.CCOC(=O)C(F)(F)F",
  "lumo_energy_ev": 0.0,
  "elements": ["C", "C", "C", "O", "C", "B", "O", "B", "O", "B", "C", "C", "O", "C", "F", "F", "F", "O", "H", "H", "H", "H", "H", "H", "H", "H", "H", "H", "H", "H", "H", "H", "C", "C", "O", "C", "O", "C", "F", "F", "F", "H", "H", "H", "H", "H", "C", "C", "O", "C", "O", "C", "F", "F", "F", "H", "H", "H", "H", "H"],
  "coordinates": [[-1.9188, -0.0768, 2.0721], [-1.7032, -1.0923, 0.8641], [-0.8146, -0.5061, -0.3307], [0.2177, 0.3167, 0.2537], [0.7993, 1.2223, -0.7385], [2.3871, 0.8619, -0.7735], [2.9537, 0.5536, -2.0830], [3.5582, -0.7491, -1.8656], [4.6928, -0.7395, -0.9568], [4.0947, -0.3558, 0.3136], [4.4337, -1.3261, 1.5731], [3.9247, -2.7946, 1.2553], [4.7764, -3.7683, 1.9121], [2.4223, -3.0874, 1.6778], [2.4203, -3.5763, 2.9895], [1.9458, -4.1114, 0.8213], [1.5508, -2.0224, 1.5306], [3.2209, 0.7949, 0.4118], [-0.9606, 0.3593, 2.4893], [-2.5942, 0.7579, 1.7009], [-2.3924, -0.6705, 2.9272], [-2.7099, -1.4365, 0.4441], [-1.1671, -2.0243, 1.2379], [-0.3776, -1.3991, -0.9012], [-1.4307, 0.1644, -1.0194], [0.5914, 2.2864, -0.3742], [0.3817, 1.0359, -1.7752], [3.1493, -1.7431, -2.3705], [5.5782, -1.3907, 1.6064], [4.1132, -0.9140, 2.5745], [4.0675, -2.9712, 0.1412], [4.3713, -4.6459, 1.7399], [-4.4091, -0.9371, 6.7767], [-5.6804, -1.0882, 5.9656], [-6.2907, 0.1917, 5.7398], [-5.8114, 0.8964, 4.7007], [-4.9277, 0.5245, 3.9803], [-6.5768, 2.2074, 4.5486], [-6.7870, 2.8200, 5.7276], [-7.7891, 2.0118, 3.9964], [-5.9369, 3.0892, 3.7689], [-4.6091, -0.4002, 7.7068], [-3.9864, -1.9143, 7.0162], [-3.6605, -0.3601, 6.2294], [-6.4040, -1.6856, 6.5231], [-5.4958, -1.6050, 5.0210], [3.9634, 1.4414, -6.2374], [2.6562, 1.7665, -5.5429], [1.8550, 2.6363, -6.3583], [1.1080, 2.0365, -7.3005], [1.0802, 0.8527, -7.4913], [0.2772, 3.0687, -8.0570], [0.9845, 4.1694, -8.3694], [-0.7778, 3.4838, -7.3306], [-0.2131, 2.5905, -9.2085], [4.4897, 2.3582, -6.5130], [4.6070, 0.8455, -5.5878], [3.7896, 0.8833, -7.1601], [2.8576, 2.3036, -4.6146], [2.1054, 0.8612, -5.2779]],
  "mulliken_charge": [-0.84, -0.48, -0.41, -0.30, -0.50, 0.26, -0.07, 0.46, -0.29, 0.16, -0.73, 0.24, -0.58, 0.66, -0.25, -0.28, -0.23, -0.35, 0.25, 0.26, 0.26, 0.32, 0.22, 0.15, 0.49, 0.18, 0.33, -0.09, 0.28, 0.27, 0.24, 0.36, -1.10, -0.20, -0.33, 0.39, -0.49, 0.87, -0.25, -0.26, -0.24, 0.31, 0.37, 0.29, 0.32, 0.30, -1.16, 0.04, -0.33, 0.37, -0.50, 0.84, -0.24, -0.25, -0.24, 0.32, 0.34, 0.32, 0.20, 0.30]
}

For the records above, the corresponding HOMO-LUMO gap values read 10.87; 9.78 eV.
For the records above, the corresponding maximum force values read 3.24; 3.59 eV/Å.
For the records above, the corresponding HOMO level values read -11.660; -9.740 eV.